# 1
{
  "formula": "C32H45GeLiN4O4Se2",
  "method": "the ωB97M-V functional and the def2-TZVPD basis",
  "mol_weight_g_mol": 787.21,
  "charge": -1,
  "s_squared": 0.7545,
  "max_force_ha_per_bohr": 0.0248,
  "orbital_gap_ha": [0.2051, 0.1717],
  "total_energy_ev": -235478.6690,
  "spin_multiplicity": 2,
  "homo_energy_ev": [-3.45, -3.41],
  "symbols": ["Li", "O", "C", "C", "C", "O", "C", "Se", "C", "Se", "H", "H", "H", "H", "H", "H", "H", "H", "H", "H", "C", "O", "C", "C", "O", "C", "H", "H", "H", "H", "H", "H", "H", "H", "H", "H", "C", "C", "C", "C", "N", "C", "N", "N", "N", "H", "H", "H", "H", "H", "H", "H", "H", "H", "H", "C", "C", "C", "C", "C", "C", "Ge", "C", "C", "C", "C", "C", "C", "C", "C", "C", "C", "C", "C", "H", "H", "H", "H", "H", "H", "H", "H", "H", "H", "H", "H", "H", "H", "H"],
  "positions_angstrom": [[1.065, -0.555, -0.436], [-2.625, -3.369, 2.167], [-2.791, -2.769, 0.865], [-3.101, -1.267, 0.922], [-4.528, -1.084, 1.490], [-4.745, -1.651, 2.780], [-2.134, -0.538, 1.869], [-0.249, -1.137, 1.794], [-3.119, -0.608, -0.474], [-1.966, -1.251, -1.948], [-1.800, -2.987, 2.520], [-3.617, -3.292, 0.373], [-1.895, -2.919, 0.271], [-5.232, -1.511, 0.762], [-4.749, -0.015, 1.575], [-4.190, -2.442, 2.840], [-2.444, -0.693, 2.898], [-2.170, 0.534, 1.670], [-2.859, 0.436, -0.349], [-4.133, -0.640, -0.879], [1.067, 0.399, -3.406], [1.703, 0.020, -2.191], [3.092, 0.285, -2.201], [3.683, -0.140, -0.872], [2.802, 0.276, 0.170], [3.425, 0.407, 1.439], [1.492, -0.160, -4.247], [1.200, 1.472, -3.590], [0.009, 0.160, -3.300], [3.256, 1.350, -2.366], [3.587, -0.273, -3.005], [4.667, 0.330, -0.761], [3.799, -1.226, -0.832], [4.021, -0.479, 1.676], [2.631, 0.517, 2.176], [4.066, 1.295, 1.461], [0.681, -6.914, 0.661], [-0.501, -6.401, -0.160], [-1.374, -5.452, 0.661], [-0.040, -5.732, -1.462], [0.804, -4.573, -1.233], [0.439, -3.298, -1.084], [1.523, -2.597, -0.864], [2.563, -3.464, -0.898], [2.146, -4.659, -1.122], [0.321, -7.443, 1.546], [1.308, -6.086, 0.995], [1.306, -7.597, 0.079], [-1.105, -7.258, -0.473], [-0.807, -4.578, 0.996], [-1.753, -5.958, 1.551], [-2.231, -5.095, 0.085], [-0.909, -5.389, -2.022], [0.529, -6.430, -2.073], [-0.578, -2.896, -1.159], [1.707, 3.645, 4.399], [0.822, 2.600, 4.158], [0.484, 2.263, 2.854], [0.996, 2.980, 1.768], [1.876, 4.032, 2.026], [2.230, 4.361, 3.330], [0.498, 2.385, -0.064], [1.539, 3.604, -1.258], [0.955, 4.308, -2.312], [1.725, 5.072, -3.182], [3.100, 5.160, -3.009], [3.701, 4.474, -1.960], [2.927, 3.697, -1.108], [-1.384, 2.945, -0.323], [-2.156, 3.455, 0.721], [-3.493, 3.775, 0.519], [-4.075, 3.591, -0.729], [-3.322, 3.066, -1.772], [-1.993, 2.732, -1.563], [1.986, 3.901, 5.414], [0.412, 2.031, 4.985], [-0.169, 1.412, 2.675], [2.278, 4.617, 1.209], [2.924, 5.173, 3.512], [-0.120, 4.275, -2.448], [1.247, 5.599, -4.000], [3.700, 5.764, -3.680], [4.773, 4.538, -1.813], [3.414, 3.154, -0.301], [-1.710, 3.602, 1.698], [-4.085, 4.155, 1.342], [-5.116, 3.843, -0.885], [-3.780, 2.880, -2.736], [-1.436, 2.254, -2.363]]
}

---

# 2
{
  "formula": "C32H45N2S5SiY",
  "method": "the ωB97M-V functional and the def2-TZVPD basis",
  "mol_weight_g_mol": 735.05,
  "charge": 2,
  "max_force_ha_per_bohr": 0.0304,
  "orbital_gap_ha": 0.2248,
  "total_energy_ev": -99980.3725,
  "homo_energy_ev": -11.82,
  "symbols": ["Y", "C", "C", "S", "C", "C", "S", "C", "C", "S", "C", "C", "S", "H", "H", "H", "H", "H", "H", "H", "H", "H", "H", "H", "H", "H", "H", "H", "H", "C", "C", "N", "C", "C", "S", "C", "C", "N", "H", "H", "H", "H", "H", "H", "H", "H", "H", "H", "H", "H", "H", "H", "C", "C", "C", "C", "C", "C", "Si", "C", "C", "C", "C", "C", "C", "C", "C", "C", "C", "C", "C", "H", "H", "H", "H", "H", "H", "H", "H", "H", "H", "H", "H", "H", "H", "H"],
  "positions_angstrom": [[0.555, -0.291, -0.460], [-2.582, 2.288, 1.849], [-3.435, 1.579, 0.801], [-2.555, 0.825, -0.591], [-2.564, 2.039, -1.918], [-1.722, 3.279, -1.684], [0.040, 2.896, -1.485], [0.363, 3.780, 0.061], [1.769, 3.495, 0.557], [1.990, 1.921, 1.399], [1.349, 2.192, 3.067], [-0.142, 2.485, 3.199], [-1.106, 1.317, 2.221], [-3.162, 2.401, 2.764], [-2.275, 3.279, 1.515], [-4.169, 2.266, 0.380], [-3.978, 0.753, 1.260], [-3.599, 2.311, -2.130], [-2.182, 1.477, -2.774], [-2.048, 3.835, -0.806], [-1.822, 3.932, -2.551], [-0.388, 3.458, 0.773], [0.246, 4.849, -0.122], [2.106, 4.280, 1.236], [2.477, 3.446, -0.271], [1.924, 3.007, 3.508], [1.613, 1.276, 3.596], [-0.377, 3.494, 2.861], [-0.437, 2.405, 4.245], [0.611, -3.698, 1.118], [0.007, -2.704, 2.077], [-0.867, -1.743, 1.398], [-2.218, -2.168, 1.017], [-2.339, -3.054, -0.212], [-1.314, -2.572, -1.637], [-0.171, -3.967, -1.820], [1.230, -3.738, -1.269], [1.249, -2.994, -0.004], [-0.153, -4.368, 0.731], [1.324, -4.321, 1.663], [0.820, -2.127, 2.530], [-0.511, -3.232, 2.885], [-1.018, -0.988, 2.058], [-2.774, -1.256, 0.811], [-2.717, -2.675, 1.851], [-3.371, -2.995, -0.556], [-2.132, -4.102, -0.005], [-0.094, -4.142, -2.892], [-0.667, -4.839, -1.395], [1.814, -3.165, -1.988], [1.712, -4.716, -1.162], [2.231, -2.846, 0.217], [5.567, 3.857, -1.467], [4.371, 4.034, -2.150], [3.524, 2.952, -2.358], [3.857, 1.670, -1.900], [5.069, 1.514, -1.221], [5.911, 2.596, -0.998], [2.741, 0.218, -2.271], [1.777, 0.386, -3.864], [2.172, 1.193, -4.936], [1.398, 1.282, -6.087], [0.222, 0.553, -6.199], [-0.189, -0.262, -5.153], [0.584, -0.331, -4.003], [3.648, -1.417, -2.068], [4.082, -1.806, -0.795], [4.774, -2.995, -0.592], [5.030, -3.835, -1.671], [4.610, -3.470, -2.943], [3.938, -2.269, -3.140], [6.235, 4.694, -1.315], [4.103, 5.012, -2.529], [2.594, 3.110, -2.893], [5.372, 0.535, -0.869], [6.847, 2.452, -0.475], [3.095, 1.758, -4.874], [1.716, 1.920, -6.902], [-0.369, 0.609, -7.105], [-1.103, -0.838, -5.236], [0.246, -0.989, -3.196], [3.889, -1.155, 0.060], [5.132, -3.258, 0.396], [5.565, -4.763, -1.519], [4.827, -4.112, -3.788], [3.626, -1.994, -4.142]]
}

---

# 3
{
  "formula": "C32H45N3O5ReS2Se2",
  "method": "the ωB97M-V functional and the def2-TZVPD basis",
  "mol_weight_g_mol": 959.99,
  "charge": 4,
  "s_squared": 3.7777,
  "max_force_ha_per_bohr": 0.0109,
  "orbital_gap_ha": [0.2644, 0.2333],
  "total_energy_ev": -203079.5886,
  "spin_multiplicity": 4,
  "homo_energy_ev": [-19.25, -19.26],
  "symbols": ["Re", "O", "C", "O", "C", "C", "C", "C", "C", "N", "C", "O", "O", "H", "H", "H", "H", "H", "C", "Se", "C", "C", "Se", "C", "H", "H", "H", "H", "H", "H", "H", "H", "H", "H", "C", "C", "C", "C", "N", "C", "S", "N", "C", "C", "C", "C", "H", "H", "H", "H", "H", "H", "H", "H", "H", "H", "H", "H", "H", "H", "H", "H", "H", "H", "H", "H", "O", "S", "C", "C", "C", "C", "C", "C", "C", "C", "C", "C", "C", "C", "H", "H", "H", "H", "H", "H", "H", "H", "H", "H"],
  "positions_angstrom": [[-0.259, -0.492, 0.157], [2.900, 2.217, -2.170], [2.033, 1.685, -1.355], [0.832, 1.835, -1.374], [2.685, 0.914, -0.239], [4.044, 1.041, 0.022], [4.569, 0.479, 1.172], [3.700, -0.163, 2.048], [2.367, -0.271, 1.706], [1.855, 0.224, 0.556], [1.335, -0.859, 2.596], [1.564, -1.261, 3.794], [0.159, -0.922, 2.186], [2.478, 2.787, -2.837], [4.665, 1.603, -0.663], [5.622, 0.570, 1.404], [4.080, -0.567, 2.978], [2.477, -1.162, 4.110], [-1.988, 2.763, -0.481], [-1.218, 1.730, 0.981], [-2.869, 1.108, 1.825], [-3.631, 0.122, 0.971], [-2.590, -1.488, 0.545], [-2.568, -2.264, 2.335], [-2.360, 3.678, -0.026], [-2.787, 2.206, -0.959], [-1.187, 2.976, -1.180], [-3.470, 1.998, 2.019], [-2.574, 0.699, 2.790], [-3.937, 0.532, 0.010], [-4.526, -0.241, 1.479], [-3.559, -2.687, 2.481], [-2.345, -1.503, 3.076], [-1.818, -3.047, 2.357], [-5.742, -1.107, -5.161], [-4.463, -0.330, -5.449], [-3.977, 0.539, -4.287], [-3.830, -0.206, -2.966], [-2.981, -1.407, -3.095], [-1.720, -1.559, -2.762], [-0.811, -0.162, -2.111], [-1.069, -2.679, -2.993], [-1.627, -3.834, -3.726], [-1.737, -3.609, -5.237], [-0.431, -3.825, -5.998], [0.661, -2.807, -5.686], [-6.045, -1.685, -6.032], [-6.565, -0.436, -4.912], [-5.642, -1.818, -4.332], [-4.627, 0.327, -6.302], [-3.665, -1.012, -5.765], [-4.688, 1.350, -4.112], [-3.022, 1.007, -4.545], [-4.796, -0.555, -2.602], [-3.384, 0.432, -2.205], [-3.400, -2.154, -3.639], [-0.086, -2.688, -2.773], [-2.592, -4.079, -3.274], [-0.960, -4.669, -3.516], [-2.106, -2.597, -5.438], [-2.499, -4.294, -5.615], [-0.653, -3.793, -7.065], [-0.067, -4.838, -5.800], [0.297, -1.784, -5.813], [1.511, -2.934, -6.355], [1.045, -2.910, -4.665], [0.595, -2.313, -0.233], [0.342, -3.763, 0.373], [1.686, -4.054, 1.478], [3.012, -3.841, 1.101], [4.013, -4.187, 1.992], [3.690, -4.754, 3.227], [2.366, -4.967, 3.584], [1.349, -4.613, 2.706], [0.648, -4.827, -0.996], [0.004, -6.058, -0.940], [0.272, -6.989, -1.936], [1.142, -6.668, -2.969], [1.758, -5.418, -3.020], [1.527, -4.486, -2.022], [3.257, -3.450, 0.121], [5.052, -4.064, 1.713], [4.482, -5.054, 3.901], [2.125, -5.426, 4.533], [0.315, -4.804, 2.969], [-0.680, -6.300, -0.134], [-0.204, -7.961, -1.905], [1.346, -7.397, -3.743], [2.430, -5.181, -3.834], [2.011, -3.518, -2.052]]
}

---

# 4
{
  "formula": "C32H45N4SSbSi3W",
  "method": "the ωB97M-V functional and the def2-TZVPD basis",
  "mol_weight_g_mol": 907.67,
  "charge": 2,
  "max_force_ha_per_bohr": 0.0500,
  "orbital_gap_ha": [0.2172, 0.2265],
  "total_energy_ev": -82691.2899,
  "homo_energy_ev": [-12.43, -12.61],
  "symbols": ["W", "N", "C", "C", "C", "C", "C", "C", "C", "H", "H", "H", "H", "H", "N", "C", "C", "C", "C", "C", "C", "H", "H", "H", "H", "H", "S", "C", "C", "C", "N", "C", "C", "C", "C", "C", "N", "C", "C", "H", "H", "H", "H", "H", "H", "H", "H", "C", "Si", "C", "C", "Sb", "Si", "C", "C", "C", "Si", "C", "C", "C", "H", "H", "H", "H", "H", "H", "H", "H", "H", "H", "H", "H", "H", "H", "H", "H", "H", "H", "H", "H", "H", "H", "H", "H", "H", "H", "H"],
  "positions_angstrom": [[-1.125, -0.701, 0.815], [-1.745, -2.517, -0.021], [-2.384, -3.417, -0.363], [-3.176, -4.530, -0.772], [-3.064, -5.731, -0.066], [-3.835, -6.807, -0.468], [-4.696, -6.675, -1.551], [-4.806, -5.474, -2.243], [-4.047, -4.385, -1.856], [-2.393, -5.812, 0.777], [-3.766, -7.746, 0.062], [-5.293, -7.522, -1.861], [-5.485, -5.387, -3.079], [-4.128, -3.441, -2.377], [-1.261, -1.381, 2.477], [-0.580, -0.402, 3.280], [-0.467, 0.907, 2.787], [0.250, 1.875, 3.478], [0.846, 1.561, 4.689], [0.721, 0.272, 5.196], [0.043, -0.708, 4.486], [-1.015, 1.271, 1.904], [0.308, 2.882, 3.085], [1.374, 2.321, 5.247], [1.146, 0.025, 6.159], [-0.066, -1.707, 4.886], [-2.337, 4.067, -1.971], [-2.565, 2.655, -0.955], [-3.065, 2.658, 0.356], [-3.290, 1.464, 0.983], [-2.981, 0.256, 0.449], [-2.577, 0.218, -0.881], [-2.401, 1.420, -1.568], [-2.000, 5.369, -0.807], [-2.974, 5.902, 0.027], [-2.610, 6.930, 0.886], [-1.392, 7.461, 0.922], [-0.487, 6.984, 0.076], [-0.733, 5.935, -0.800], [-3.298, 3.575, 0.875], [-3.738, 1.417, 1.969], [-2.897, -0.667, -1.423], [-2.169, 1.380, -2.625], [-4.002, 5.564, -0.013], [-3.340, 7.351, 1.567], [0.487, 7.458, 0.098], [0.041, 5.577, -1.465], [1.831, 2.478, -2.349], [2.757, 1.922, -0.828], [4.439, 1.179, -1.068], [2.590, 2.987, 0.694], [1.209, -0.107, -0.191], [2.939, -1.864, 1.409], [1.743, -3.232, 1.782], [3.307, -0.549, 2.665], [4.166, -2.196, 0.053], [1.312, -1.554, -2.603], [1.050, -3.241, -1.831], [2.987, -1.305, -3.370], [-0.088, -0.649, -3.462], [2.223, 3.413, -2.758], [0.779, 2.636, -2.104], [1.898, 1.724, -3.135], [5.109, 1.935, -1.486], [4.444, 0.337, -1.756], [4.863, 0.871, -0.111], [3.224, 3.876, 0.656], [2.876, 2.421, 1.581], [1.557, 3.318, 0.814], [0.747, -2.839, 1.987], [2.056, -3.794, 2.667], [1.706, -3.928, 0.945], [2.589, -0.595, 3.485], [3.223, 0.428, 2.199], [4.313, -0.646, 3.080], [3.850, -1.685, -0.848], [4.223, -3.266, -0.153], [5.171, -1.850, 0.302], [2.010, -3.754, -1.745], [0.395, -3.879, -2.430], [0.609, -3.143, -0.843], [3.780, -1.791, -2.809], [3.234, -0.256, -3.521], [2.974, -1.770, -4.362], [-0.979, -1.275, -3.549], [0.194, -0.351, -4.475], [-0.339, 0.246, -2.903]]
}

---

# 5
{
  "formula": "C32H46N4O5",
  "method": "the ωB97M-V functional and the def2-TZVPD basis",
  "mol_weight_g_mol": 566.74,
  "charge": 0,
  "max_force_ha_per_bohr": 0.0148,
  "orbital_gap_ha": 0.3083,
  "total_energy_ev": -50129.7564,
  "smiles": "CCCCN(C)CCCN1C(=O)[C@@H]2[C@H](C(=O)Nc3cccc(OC)c3)[C@H]3C=C[C@@]2(O3)[C@H]1C(=O)N[C@@H]1CCCC[C@H]1C",
  "homo_energy_ev": -7.98,
  "symbols": ["C", "C", "C", "C", "N", "C", "C", "C", "C", "N", "C", "O", "C", "C", "C", "O", "N", "C", "C", "C", "C", "C", "O", "C", "C", "C", "C", "C", "C", "O", "C", "C", "O", "N", "C", "C", "C", "C", "C", "C", "C", "H", "H", "H", "H", "H", "H", "H", "H", "H", "H", "H", "H", "H", "H", "H", "H", "H", "H", "H", "H", "H", "H", "H", "H", "H", "H", "H", "H", "H", "H", "H", "H", "H", "H", "H", "H", "H", "H", "H", "H", "H", "H", "H", "H", "H", "H"],
  "positions_angstrom": [[-6.354, -2.518, 1.218], [-4.912, -2.845, 1.585], [-3.977, -1.681, 1.261], [-2.497, -1.954, 1.597], [-1.652, -2.372, 0.494], [-1.992, -3.657, -0.072], [-1.440, -1.354, -0.518], [0.033, -1.337, -0.944], [0.918, -0.891, 0.224], [0.982, 0.546, 0.354], [0.267, 1.250, 1.268], [-0.523, 0.775, 2.048], [0.679, 2.713, 1.148], [-0.391, 3.805, 0.993], [-1.840, 3.331, 1.126], [-2.555, 3.753, 2.005], [-2.211, 2.475, 0.141], [-3.464, 1.907, -0.092], [-4.523, 2.012, 0.807], [-5.733, 1.429, 0.490], [-5.919, 0.733, -0.694], [-4.860, 0.617, -1.586], [-4.904, -0.056, -2.775], [-6.110, -0.677, -3.144], [-3.640, 1.215, -1.283], [-0.069, 4.278, -0.468], [1.269, 4.980, -0.407], [2.177, 4.016, -0.298], [1.369, 2.745, -0.248], [0.267, 3.053, -1.103], [1.889, 1.337, -0.463], [3.331, 1.187, 0.058], [3.753, 1.845, 0.984], [4.049, 0.250, -0.585], [5.436, -0.046, -0.273], [6.275, 0.081, -1.547], [7.743, -0.211, -1.262], [7.893, -1.608, -0.670], [7.066, -1.729, 0.605], [5.584, -1.442, 0.351], [4.797, -1.547, 1.654], [-7.016, -3.342, 1.476], [-6.440, -2.331, 0.149], [-6.686, -1.627, 1.745], [-4.853, -3.064, 2.654], [-4.599, -3.742, 1.047], [-4.062, -1.430, 0.202], [-4.311, -0.805, 1.820], [-2.433, -2.729, 2.366], [-2.046, -1.046, 2.004], [-2.923, -3.643, -0.659], [-2.093, -4.385, 0.731], [-1.186, -3.984, -0.730], [-2.076, -1.511, -1.404], [-1.690, -0.382, -0.093], [0.332, -2.340, -1.252], [0.162, -0.666, -1.796], [1.936, -1.276, 0.108], [0.490, -1.288, 1.147], [1.376, 2.928, 1.959], [-0.253, 4.611, 1.715], [-1.509, 2.271, -0.564], [-4.389, 2.544, 1.732], [-6.558, 1.513, 1.182], [-6.879, 0.290, -0.902], [-6.404, -1.449, -2.425], [-6.923, 0.050, -3.246], [-5.921, -1.141, -4.111], [-2.834, 1.127, -1.996], [-0.880, 4.787, -0.983], [1.395, 6.043, -0.409], [3.237, 4.068, -0.162], [1.814, 1.046, -1.517], [3.640, -0.263, -1.351], [5.745, 0.708, 0.458], [6.162, 1.088, -1.955], [5.903, -0.629, -2.291], [8.129, 0.527, -0.556], [8.321, -0.128, -2.184], [8.942, -1.809, -0.450], [7.555, -2.350, -1.397], [7.440, -1.020, 1.346], [7.171, -2.732, 1.022], [5.199, -2.182, -0.362], [5.158, -0.814, 2.372], [3.737, -1.364, 1.495], [4.911, -2.539, 2.086]]
}